Record 1
This record from the Open Molecules 2025 dataset describes an isolated molecule of C2H2O2S2 at a distorted geometry. The level of theory is ωB97M-V/def2-TZVPD.

```
8
Properties=species:S:1:pos:R:3:forces:R:3:mulliken_charge:R:1
S 1.2269 -1.3588 1.6111 -1.7 0.5 -0.1 -0.1600
S -0.1899 1.2515 -1.8196 -1.0 0.7 3.3 -0.2450
O 1.7455 -0.4878 -1.2035 -0.4 -0.1 0.2 -0.3794
O -1.1569 -0.1627 0.7787 2.6 -0.5 -0.7 -0.3914
C 0.7424 -0.0697 -0.7358 -1.0 1.3 -0.1 0.3477
C 0.1553 -0.5578 0.6801 0.6 0.9 -1.8 0.3341
H -1.5147 -0.7069 1.4557 -0.9 -0.6 1.4 0.3276
H -1.0087 2.0923 -0.7667 1.8 -2.2 -2.2 0.1664
```
Positions in Å, forces in eV/Å.

As for the total energy: -27870.0346 eV. The calculation puts the max |F| at 3.6 eV/Å. The charge is 0. The value obtained for the LUMO energy is -1.1293 eV. The SMILES is O=C(S)C(O)=S.

---

Record 2
This record from the Open Molecules 2025 dataset describes a structure of composition C2H2O2Sc at a distorted geometry. The level of theory is ωB97M-V/def2-TZVPD.

```
7
Properties=species:S:1:pos:R:3:forces:R:3:mulliken_charge:R:1
Sc 1.5617 -1.4024 0.6885 7.5 0.0 -2.0 1.5507
O -0.4395 -0.5562 0.5711 -0.2 -0.7 0.7 -0.5902
O 3.3066 -1.2465 0.0961 -6.6 -0.4 2.1 -0.6781
C -0.8583 0.4597 -0.1614 -0.4 2.1 -1.5 0.0598
C -1.0700 1.4088 -0.8710 -0.1 -1.0 0.7 -0.1055
H -1.1286 -0.8987 1.1651 -0.3 0.2 -0.1 0.3639
H -1.3719 2.2354 -1.4883 0.2 -0.2 0.2 0.3995
```
Positions in Å, forces in eV/Å.

As for the total energy: -26890.6832 eV. The calculation puts the max |F| at 7.7 eV/Å. The charge is +1. The value obtained for the LUMO energy (alpha / beta) is -6.1674 / -6.1673 eV.

---

Record 3
This record from the Open Molecules 2025 dataset describes a structure of composition C2H2O2Y at a distorted geometry. The level of theory is ωB97M-V/def2-TZVPD.

```
7
Properties=species:S:1:pos:R:3:forces:R:3:mulliken_charge:R:1
Y -1.1520 -0.1098 1.9903 -0.9 -3.2 -5.1 1.6141
O 0.4890 0.8410 0.7090 0.1 0.1 0.4 -0.4432
O -1.4506 -1.1743 0.3178 0.7 3.0 4.9 -0.7585
C 0.7294 0.4267 -0.5982 -1.6 -1.6 -0.1 -0.0300
C 0.1060 -0.4635 -1.2466 2.0 1.9 -0.3 -0.1372
H 1.2113 1.3674 1.0714 0.3 0.2 -0.4 0.4120
H 0.0669 -0.8876 -2.2438 -0.6 -0.3 0.6 0.3428
```
Positions in Å, forces in eV/Å.

As for the total energy: -7232.2257 eV. The calculation puts the max |F| at 6.1 eV/Å. The charge is +1. The value obtained for the LUMO energy (alpha / beta) is -6.1411 / -6.1410 eV.

---

Record 4
This record from the Open Molecules 2025 dataset describes a cluster of 2 separate species, C2H2O3 in total at a distorted geometry. The level of theory is ωB97M-V/def2-TZVPD.

```
7
Properties=species:S:1:pos:R:3:forces:R:3:mulliken_charge:R:1
O -3.5291 -0.0574 0.2150 1.2 0.1 -0.1 -0.2372
O 0.2403 -0.6668 0.2311 0.2 -0.6 -0.5 -0.4079
O -0.2719 1.4603 -0.0034 0.4 1.5 -0.2 -0.2854
C -2.5841 -0.2699 -0.4105 -1.9 -0.6 -0.7 0.0323
C -0.6727 0.2762 0.2306 -0.7 -0.8 1.8 0.1957
H -0.2306 -1.5343 0.3242 0.5 1.0 0.0 0.3845
H 0.6668 1.7040 -0.0909 0.4 -0.7 -0.2 0.3180
```
Positions in Å, forces in eV/Å.

As for the total energy: -8245.8769 eV. The calculation puts the max |F| at 2.2 eV/Å. The charge is 0. The value obtained for the LUMO energy is 0.4029 eV.

---

Record 5
This record from the Open Molecules 2025 dataset describes a cluster of 2 separate species, C2H2O3 in total at a distorted geometry. The level of theory is ωB97M-V/def2-TZVPD.

```
7
Properties=species:S:1:pos:R:3:forces:R:3:mulliken_charge:R:1
O 0.9614 -1.3294 1.1383 2.1 -0.9 -0.3 -0.2352
O -0.4896 -1.3990 1.1518 -1.8 -0.6 -0.9 -0.2194
O -0.5192 1.4306 -1.2501 -1.9 5.0 0.3 -0.2943
C 0.1991 -0.2663 0.9120 0.6 -0.4 1.3 0.1307
C 0.0957 0.4753 -1.1250 -0.6 -5.5 -1.5 -0.1103
H 0.7411 0.0337 -1.8828 1.8 0.2 0.2 0.3625
H 0.1342 0.3748 1.7325 -0.1 2.3 1.0 0.3661
```
Positions in Å, forces in eV/Å.

As for the total energy: -8239.1318 eV. The calculation puts the max |F| at 5.7 eV/Å. The charge is 0. Its spin multiplicity is 3. The value obtained for the LUMO energy (alpha / beta) is 0.7296 / -2.2821 eV.

---

Record 6
This record from the Open Molecules 2025 dataset describes a structure of composition C2H2O3Pt at a distorted geometry. The level of theory is ωB97M-V/def2-TZVPD.

```
8
Properties=species:S:1:pos:R:3:forces:R:3:mulliken_charge:R:1
Pt 2.3337 0.0599 -0.3908 0.5 0.7 -0.1 1.2475
O 0.4525 -1.4930 -0.2008 0.3 -1.7 -1.5 -0.0850
O -0.8026 -1.5567 0.4970 -0.6 0.1 2.1 0.0156
O 0.0654 1.3451 -0.2112 3.7 2.5 -1.6 -0.3768
C -0.8247 -0.1128 0.4417 -1.4 -7.4 0.8 0.3057
C 0.1509 -0.2352 -0.5670 -2.0 4.0 1.8 0.0744
H -1.0714 0.2477 1.4447 -0.8 1.0 -0.5 0.3730
H -0.3037 1.7451 -1.0135 0.3 0.7 -0.9 0.4456
```
Positions in Å, forces in eV/Å.

As for the total energy: -11458.6315 eV. The calculation puts the max |F| at 7.5 eV/Å. The charge is +2. Its spin multiplicity is 3. The value obtained for the LUMO energy (alpha / beta) is -13.9297 / -14.0132 eV.

---

Record 7
This record from the Open Molecules 2025 dataset describes an isolated molecule of C2H2O3S at a distorted geometry. The level of theory is ωB97M-V/def2-TZVPD.

```
8
Properties=species:S:1:pos:R:3:forces:R:3:mulliken_charge:R:1
S -2.2194 -0.7672 -0.1348 2.2 1.4 0.6 -0.1738
O -0.4164 1.2342 0.0765 0.2 0.5 0.5 -0.4820
O 0.5602 -2.0213 0.1392 1.1 -0.7 0.0 -0.4432
O 1.7239 -0.1301 -0.2473 0.8 0.2 0.1 -0.4691
C 0.6344 -0.8500 -0.0066 -2.3 0.8 0.0 0.4274
C -0.7160 -0.0496 0.0411 -0.9 -1.8 -1.0 0.3956
H 1.6107 0.8435 -0.2146 -0.4 -0.9 0.0 0.3823
H -1.1774 1.7406 0.3466 -0.8 0.5 -0.1 0.3628
```
Positions in Å, forces in eV/Å.

As for the total energy: -19083.5131 eV. The calculation puts the max |F| at 2.7 eV/Å. The charge is 0. The value obtained for the LUMO energy is -0.8140 eV. The SMILES is O=C(O)C(O)=S.

---

Record 8
This record from the Open Molecules 2025 dataset describes an isolated molecule of C2H2O3S2 at a distorted geometry. The level of theory is ωB97M-V/def2-TZVPD.

```
9
Properties=species:S:1:pos:R:3:forces:R:3:mulliken_charge:R:1
S 0.4299 -0.1768 -1.2813 0.8 -1.2 -0.7 0.4879
S -0.8038 1.4870 -0.0165 1.3 0.2 -0.4 0.4103
O 0.8412 0.3867 2.0146 -2.2 0.4 -1.3 -0.3740
O 0.0772 -0.0546 -2.6903 -0.9 1.0 0.1 -0.5259
O -2.2089 1.1807 -0.2549 0.0 -0.3 0.4 -0.4338
C -0.2133 0.3800 1.4276 1.5 0.2 0.2 0.0548
C 1.2436 -1.4733 -0.8866 1.1 0.9 2.8 -0.2688
H 1.6799 -1.4220 0.2054 -1.1 -0.3 -1.9 0.2284
H -1.0458 -0.3077 1.4821 -0.5 -0.8 0.8 0.4211
```
Positions in Å, forces in eV/Å.

As for the total energy: -29912.7803 eV. The calculation puts the max |F| at 3.1 eV/Å. The charge is 0. The value obtained for the LUMO energy (alpha / beta) is -2.5221 / -2.5239 eV.

---

Record 9
This record from the Open Molecules 2025 dataset describes an isolated molecule of C2H2O3S2 at a distorted geometry. The level of theory is ωB97M-V/def2-TZVPD.

```
9
Properties=species:S:1:pos:R:3:forces:R:3:mulliken_charge:R:1
S -1.0553 1.1974 -0.2054 -2.4 0.6 -1.0 0.3285
S -0.6613 -1.1931 0.2049 1.6 -3.3 -0.5 0.3842
O -1.4511 2.1613 0.8335 -0.2 0.3 0.4 -0.4593
O 1.4334 0.5823 -0.7581 0.0 -0.4 -0.5 -0.4216
O -2.0024 -1.7739 0.1987 -0.2 0.6 0.1 -0.4998
C 0.6418 1.2713 -0.1757 1.8 -1.0 -1.0 0.0909
C 0.5379 -2.1213 -0.2849 -1.1 0.7 0.9 -0.2085
H 1.6195 -2.1491 -0.2754 -0.2 0.4 -0.2 0.3529
H 0.9375 2.0251 0.4623 0.8 2.2 1.8 0.4329
```
Positions in Å, forces in eV/Å.

As for the total energy: -29912.6954 eV. The calculation puts the max |F| at 3.7 eV/Å. The charge is 0. The value obtained for the LUMO energy (alpha / beta) is -2.3396 / -2.0951 eV.

---

Record 10
This record from the Open Molecules 2025 dataset describes a cluster of 2 separate species, C2H2O4 in total at a distorted geometry. The level of theory is ωB97M-V/def2-TZVPD.

```
8
Properties=species:S:1:pos:R:3:forces:R:3:mulliken_charge:R:1
O -1.1766 1.2147 -1.9914 0.1 -1.2 2.6 -0.4662
O 1.4616 -0.0274 -0.1444 1.7 -3.5 -0.3 -0.3492
O 1.4566 2.0956 0.4999 1.1 2.1 1.0 -0.4053
O -1.4798 0.3255 0.1387 0.1 -0.3 0.5 -0.3582
C -0.8612 0.8783 -0.8705 3.6 2.3 -1.2 0.4511
C 1.0379 1.1525 -0.0191 -5.4 0.3 -2.1 0.4611
H -2.3480 -0.0220 -0.0581 -0.9 -0.1 -0.5 0.3341
H 2.3385 -0.2128 0.2542 -0.2 0.5 0.0 0.3326
```
Positions in Å, forces in eV/Å.

As for the total energy: -10294.6481 eV. The calculation puts the max |F| at 5.8 eV/Å. The charge is 0. The value obtained for the LUMO energy is 0.3718 eV.

---

Record 11
This record from the Open Molecules 2025 dataset describes a structure of composition C2H2O4P at a distorted geometry. The level of theory is ωB97M-V/def2-TZVPD.

```
9
Properties=species:S:1:pos:R:3:forces:R:3:mulliken_charge:R:1
P -0.9492 -0.9486 -0.6422 0.9 -0.6 -0.8 0.9331
O 0.1407 -1.5980 -1.3886 0.0 -0.1 0.5 -0.5939
O 0.3024 -0.6707 1.4338 -2.8 -2.2 -1.2 -0.6969
O -0.8985 0.6236 -0.6611 1.3 1.1 0.5 -0.3145
O -2.3361 -1.4051 -0.6844 -0.6 -0.3 0.9 -0.6446
C 0.3849 1.0511 -0.1473 -0.1 -0.3 1.4 -0.5406
C 0.8057 0.3798 0.9474 0.4 0.4 -0.3 0.1031
H 1.6715 0.6062 1.5211 1.3 1.3 0.0 0.4107
H 0.8786 1.9619 -0.3786 -0.4 0.6 -1.0 0.3437
```
Positions in Å, forces in eV/Å.

As for the total energy: -19587.3118 eV. The calculation puts the max |F| at 3.8 eV/Å. The charge is -1. The value obtained for the LUMO energy is 4.1897 eV.

---

Record 12
This record from the Open Molecules 2025 dataset describes a cluster of 2 separate species, C2H2O4S in total at a distorted geometry. The level of theory is ωB97M-V/def2-TZVPD.

```
9
Properties=species:S:1:pos:R:3:forces:R:3:mulliken_charge:R:1
S -2.4762 2.8819 0.8527 1.3 1.8 3.5 0.7607
O -2.1842 0.5381 1.4902 0.4 -1.4 0.8 -0.5332
O -2.4224 2.4947 -0.4758 -0.4 -1.1 -3.9 -0.3782
O -0.7859 -1.2464 0.7581 -0.2 -2.0 1.8 -0.3371
O -1.2202 3.3698 1.3828 -1.0 -0.2 0.1 -0.4296
C -0.8106 -0.4475 -0.4622 -1.4 0.6 -0.7 -0.2518
C -1.4669 -0.1549 0.8335 0.6 2.0 -1.9 0.7263
H -1.5625 -0.7970 -1.1901 0.8 -0.1 0.1 0.1900
H 0.1760 -0.1764 -0.8214 -0.3 0.4 0.2 0.2529
```
Positions in Å, forces in eV/Å.

As for the total energy: -21129.2424 eV. The calculation puts the max |F| at 4.1 eV/Å. The charge is 0. The value obtained for the LUMO energy is -0.1470 eV.

---

Record 13
This record from the Open Molecules 2025 dataset describes a structure of composition C2H2O6Rb at a distorted geometry. The level of theory is ωB97M-V/def2-TZVPD.

```
11
Properties=species:S:1:pos:R:3:forces:R:3:mulliken_charge:R:1
Rb -19.0123 -17.9653 17.5254 0.2 -0.2 0.8 0.9579
O -18.3652 -19.8932 19.8643 0.7 0.2 0.5 -0.7241
O -19.2601 -17.9208 20.4635 1.2 -0.7 0.2 -0.8282
O -16.2534 -21.2311 18.0749 1.4 0.4 -1.4 -0.3604
O -14.8053 -20.8201 16.4398 0.2 0.6 -0.4 -0.2425
O -19.0112 -19.5108 21.9886 0.9 -0.3 0.4 -0.4462
O -16.4079 -19.3339 16.9478 1.8 -1.1 -0.9 -0.5140
C -18.7736 -19.0821 20.7352 -2.3 0.9 -2.6 0.7078
C -15.7925 -20.4168 17.1270 -2.2 0.3 1.1 0.7917
H -16.9075 -20.5949 18.3733 -1.6 -0.1 2.0 0.3574
H -19.3189 -18.7007 22.4016 -0.3 0.1 0.4 0.3006
```
Positions in Å, forces in eV/Å.

As for the total energy: -15046.3681 eV. The calculation puts the max |F| at 3.6 eV/Å. The charge is 0. Its spin multiplicity is 2. The value obtained for the LUMO energy (alpha / beta) is -0.6476 / -4.1519 eV.

---

Record 14
This record from the Open Molecules 2025 dataset describes the ion C2H2O6S2 with charge -2 at a distorted geometry. The level of theory is ωB97M-V/def2-TZVPD.

```
12
Properties=species:S:1:pos:R:3:forces:R:3:mulliken_charge:R:1
S -1.9902 0.0209 0.0195 -1.3 3.1 -2.8 1.1651
S 1.9377 0.0615 -0.0089 0.1 -2.2 -0.7 0.9502
O 0.4153 -1.0856 0.1695 4.3 -0.8 2.9 -0.4464
O 1.5067 0.8983 -1.1338 0.8 -0.2 1.0 -0.6019
O -2.9112 -1.0717 0.2241 -0.9 -1.1 0.1 -0.7089
O 3.0764 -0.8238 -0.2683 -0.7 0.5 -0.2 -0.6373
O -1.7249 0.7704 1.2281 0.7 0.0 0.8 -0.6686
O -2.4567 0.9849 -1.0915 1.0 -2.3 1.7 -0.7732
C -0.5094 -0.7361 -0.5802 -3.3 0.8 -1.1 -0.4304
C 1.7884 0.4832 1.6035 3.3 -1.2 0.7 -0.8273
H 1.0599 1.1435 1.3943 -3.4 2.9 0.3 0.4231
H -0.1919 -0.6454 -1.5563 -0.5 0.6 -2.6 0.5556
```
Positions in Å, forces in eV/Å.

As for the total energy: -36055.7915 eV. The calculation puts the max |F| at 5.3 eV/Å. The charge is -2. Its spin multiplicity is 3. The value obtained for the LUMO energy (alpha / beta) is 6.0092 / 5.8489 eV.

---

Record 15
This record from the Open Molecules 2025 dataset describes an isolated molecule of C2H2OS at a distorted geometry. The level of theory is ωB97M-V/def2-TZVPD.

```
6
Properties=species:S:1:pos:R:3:forces:R:3:mulliken_charge:R:1
S 2.8648 0.1445 1.6145 -2.0 -0.2 -1.2 -0.1369
O 0.7271 1.3108 -0.8809 1.5 0.2 0.8 -0.5880
C 0.4281 0.2711 -0.0933 -3.1 1.1 -1.3 -0.0306
C 1.5222 0.0063 0.8454 1.7 0.7 0.6 0.3648
H 0.1900 -0.5687 -0.7814 0.2 -0.7 1.1 0.2059
H -0.5735 0.5441 0.4641 1.6 -1.1 0.0 0.1848
```
Positions in Å, forces in eV/Å.

As for the total energy: -14984.6526 eV. The calculation puts the max |F| at 3.5 eV/Å. The charge is 0. The value obtained for the LUMO energy (alpha / beta) is -1.3506 / -1.5744 eV.